# 1
3 unconnected molecules or ions with the total composition C5H13NO2, computed with wB97M-V/def2-TZVPD.

Each line ends with the Löwdin charge.
Cartesian coordinates (Å):
H 1.50977 3.08460 2.13023  0.021
O -1.42854 -3.48923 1.47103  -0.052
H 0.02998 -1.68686 0.04882  0.078
C 0.63779 2.36323 0.47128  -0.119
C 0.47042 0.13134 -0.71507  -0.436
H 1.31209 0.07167 -2.68114  0.080
H -1.36771 -0.38258 0.00700  0.097
H 2.30860 0.93895 0.49630  0.119
N 0.73625 -0.32118 -1.88371  0.113
O -3.28047 -2.51623 -2.37787  -0.102
H -0.40961 2.62955 0.56296  0.113
H -3.09987 -1.70654 -1.84796  0.030
H -0.51440 -3.74354 1.13773  0.077
H -1.63973 -2.70681 1.04905  -0.053
H 2.75669 2.80850 1.21240  0.085
C 1.29866 1.23757 0.12753  -0.072
H -2.36724 -2.89094 -2.55726  0.063
C -0.31890 -0.64593 0.20170  -0.104
H -0.02328 -0.62318 1.28356  0.104
H 1.67417 4.23650 0.71273  0.089
C 1.71534 3.21112 1.15068  -0.131

Summary:
Orbital gap in eV: 9.70
Strongest force on any atom in eV/Å: 5.58
LUMO energy in eV: 0.59
Electronic energy in hartree: -403.4035
SMILES string: [H]/N=C(C)\C=C\C.O.O

# 2
C5H13NO2 in the gas phase, computed with wB97M-V/def2-TZVPD.

Each line ends with the Löwdin charge.
Cartesian coordinates (Å):
H 0.95692 -1.73587 2.72709  0.115
C -0.21674 -0.66743 -1.58715  -0.232
H 1.36828 0.04754 -0.44498  0.138
H -0.85697 -1.56891 -1.48770  0.126
O 0.90911 -0.90784 -2.40716  -0.059
H -0.88006 0.01643 -2.14453  0.103
C 0.31012 -0.07425 -0.28044  -0.344
H 0.50214 -2.10991 0.48166  0.126
H -0.89995 -1.24528 0.96857  0.131
N -0.27774 1.18703 0.17626  -0.068
C 0.92432 -0.85182 2.08882  -0.245
H -0.14790 0.78313 2.42928  0.057
O 0.41488 0.17720 2.94639  -0.084
H 0.71493 -1.47607 -3.15467  0.086
H 1.94828 -0.55109 1.83353  0.120
H -0.92115 0.98882 0.92671  0.080
H -0.98177 3.07720 -0.35630  0.078
C -0.92228 2.08940 -0.80269  -0.098
C 0.18150 -1.11646 0.79960  -0.169
H -0.24557 2.19522 -1.61618  0.076
H -1.88035 1.74294 -1.09613  0.063

Summary:
Orbital gap in eV: 9.85
Strongest force on any atom in eV/Å: 2.10
LUMO energy in eV: 0.81
Electronic energy in hartree: -403.4928
SMILES string: CN[C@H](CO)CCO

# 3
2 unconnected molecules or ions with the total composition C5H13NO2, computed with wB97M-V/def2-TZVPD.

Each line ends with the Löwdin charge.
Cartesian coordinates (Å):
H 1.82576 2.38477 -1.12642  0.037
C 0.39265 0.23632 0.48904  -0.486
C -1.69841 0.25132 -0.64448  -0.063
O 0.05214 -0.89004 0.78341  0.033
C 0.90461 2.55235 -1.66977  -0.095
N -0.49728 0.98428 -0.25200  -0.101
H 2.09954 0.05375 1.58448  0.080
H 0.87788 1.86431 -2.51387  0.081
C 1.87771 0.68203 0.71871  0.011
C -0.40386 2.31125 -0.87802  -0.207
H -2.19004 -0.18258 0.22892  0.087
H -2.44594 0.84122 -1.18534  0.083
H -0.69710 -6.11729 1.52162  0.031
H -1.02381 -4.43973 1.36391  0.045
H -0.45280 3.08324 -0.10989  0.108
H -1.09820 2.63638 -1.65972  0.113
H -1.41644 -0.52694 -1.36311  0.094
H 2.41410 0.49830 -0.19808  0.077
H 1.82384 1.68988 1.12817  0.075
O -0.42096 -5.19944 1.43006  -0.078
H 1.04298 3.60693 -1.90493  0.075

Summary:
Orbital gap in eV: 9.98
Strongest force on any atom in eV/Å: 3.34
LUMO energy in eV: 0.86
Electronic energy in hartree: -403.5053
SMILES string: CCN(C)C(C)=O.O

# 4
2 unconnected molecules or ions with the total composition C5H13NO2, computed with wB97M-V/def2-TZVPD.

Each line ends with the Löwdin charge.
Cartesian coordinates (Å):
O -0.51283 -2.81163 0.47189  -0.110
H -0.41334 -3.03530 -0.44050  0.060
H -1.91011 0.31955 -1.76020  0.056
H -1.32292 0.24722 0.01299  0.089
H -1.37894 1.68295 -2.39660  -0.022
N -0.88418 -0.38242 0.73457  -0.088
H 2.25798 1.12833 1.24223  0.109
H 0.37520 -0.09671 2.39948  0.116
C 0.46453 -0.13883 1.27717  -0.207
H -2.19173 -1.87508 0.43232  0.092
H 0.52889 0.32106 -1.11333  0.086
H 2.81604 2.48001 -1.07184  0.014
H -1.12906 -2.03215 2.12079  0.156
O -1.65664 1.24307 -1.68774  0.000
C 1.16648 1.09944 -0.67278  -0.202
C -1.33067 -1.74620 1.00624  -0.260
H 0.93098 2.01446 1.17567  0.087
H 1.02631 -1.10226 0.90151  0.135
H 2.07589 1.83099 -2.60719  0.079
C 2.04924 1.87508 -1.42652  0.011
C 1.29706 1.13421 0.76414  -0.203

Summary:
Orbital gap in eV: 9.13
Strongest force on any atom in eV/Å: 6.50
LUMO energy in eV: 0.56
Electronic energy in hartree: -403.4091
SMILES string: C=CCCNCO.O

# 5
C5H13NO2 in the gas phase, computed with wB97M-V/def2-TZVPD.

Each line ends with the Löwdin charge.
Cartesian coordinates (Å):
H -1.76414 0.50539 -0.57665  0.093
C 1.52091 -0.88538 -1.79194  -0.229
C -1.90153 -0.36955 2.45638  -0.328
H 2.14576 -0.98833 -0.96536  0.091
C 0.21482 1.10088 -0.44571  -0.203
O 2.07307 -1.08211 -3.06417  -0.056
H -0.51657 -1.87910 3.00162  0.089
C -0.93693 0.17139 0.01608  -0.185
H 0.67155 -1.43365 -1.73457  0.065
H 0.95832 1.20094 -2.48899  0.081
H 2.52156 -0.28507 -3.37693  0.085
H -0.34032 1.98139 -0.78469  0.101
N -1.21185 0.43896 1.48891  -0.074
H 2.19622 1.00215 -1.30369  0.109
H -0.75137 1.32684 1.85182  0.127
H 0.75792 1.45278 0.53021  0.133
C 1.15395 0.71314 -1.57603  -0.151
H -0.72074 -0.91015 0.00605  0.111
O -0.96907 -1.05187 3.28221  -0.121
H -2.47470 0.01345 3.46977  0.166
H -2.62686 -1.02211 2.00567  0.096

Summary:
Orbital gap in eV: 9.53
Strongest force on any atom in eV/Å: 5.08
LUMO energy in eV: 0.83
Electronic energy in hartree: -403.4315
SMILES string: OCCCCNCO

# 6
3 unconnected molecules or ions with the total composition C5H13NO2, computed with wB97M-V/def2-TZVPD.

Each line ends with the Löwdin charge.
Cartesian coordinates (Å):
C -0.80589 -0.43797 -0.40394  -0.425
H 1.15372 -2.72990 -2.25702  -0.045
C 0.07062 0.86305 -0.40703  -0.084
H 1.67844 -1.20050 2.38254  0.012
N -0.24952 -1.53039 -0.74656  0.111
H 0.92719 3.51419 -0.74651  0.089
H -2.56851 0.63190 0.37086  0.057
C -2.09534 -0.35940 0.23920  -0.085
H -1.59850 2.08858 -0.03713  0.123
H 0.01360 4.03617 0.75695  0.050
H 1.39973 2.82963 0.59472  0.070
C 0.44674 3.23007 0.23193  -0.082
C -0.43632 2.02222 -0.12660  -0.163
H 2.10387 -3.74037 -1.48573  0.013
O 1.91736 -3.22682 -2.23289  -0.007
H 1.12908 0.73605 -0.72691  0.124
H -2.87445 -1.08585 -0.11620  0.095
H 0.66394 -1.36885 -1.21416  0.037
O 0.75373 -1.33512 2.48942  -0.051
H 0.62145 -2.21553 2.10496  0.040
H -2.25094 -0.72113 1.33010  0.121

Summary:
Orbital gap in eV: 10.13
Strongest force on any atom in eV/Å: 5.05
LUMO energy in eV: 0.66
Electronic energy in hartree: -403.4535
SMILES string: [H]/N=C(C)\C=C\C.O.O

# 7
C5H13NO2 in the gas phase, computed with wB97M-V/def2-TZVPD.

Each line ends with the Löwdin charge.
Cartesian coordinates (Å):
C -0.90530 -0.29692 0.35740  -0.146
C 1.37290 -0.28536 1.62904  -0.285
C -0.15416 -0.31916 1.70821  -0.159
H -1.99627 -0.11993 -2.18009  0.121
O -1.67230 1.82831 -1.76938  -0.067
H -1.57066 -1.12622 0.18445  0.107
N 0.86431 -0.71690 -1.46436  0.048
C -0.15957 0.14512 -0.91074  -0.399
H -1.54309 2.36907 -2.55316  0.083
H -0.67946 0.44186 -3.00021  0.114
H -0.57877 0.48495 2.31056  0.109
H 0.48305 -1.56393 -1.85315  0.079
H 1.69183 0.70107 1.32778  0.118
C -1.12361 0.52844 -2.01007  -0.237
O 1.94027 -0.67632 2.85745  -0.056
H -1.61923 0.52111 0.45472  0.103
H 2.27181 0.05745 3.37284  0.083
H 1.75016 -0.79874 -1.00071  0.056
H 1.65631 -1.01828 0.90401  0.089
H -0.29798 -1.23609 2.28489  0.110
H 0.26975 1.08046 -0.64948  0.129

Summary:
Orbital gap in eV: 9.75
Strongest force on any atom in eV/Å: 1.71
LUMO energy in eV: 0.87
Electronic energy in hartree: -403.4954
SMILES string: N[C@@H](CO)CCCO

# 8
3 unconnected molecules or ions with the total composition C5H13NO2, computed with wB97M-V/def2-TZVPD.

Each line ends with the Löwdin charge.
Cartesian coordinates (Å):
H -1.46498 -0.09010 2.33831  0.072
H 4.34643 1.30208 -1.42504  0.008
H -0.04810 0.83437 2.41705  0.094
C -0.36163 -1.05498 -0.35626  -0.143
C 3.30954 0.97073 -1.47087  -0.069
O -0.93942 -1.37555 -1.33911  0.143
C -0.53439 0.31116 0.36554  -0.369
C -0.47552 -0.00992 1.88126  -0.026
H -3.64332 1.22307 -0.00518  0.094
H -2.92188 -0.15086 -0.86878  0.127
H 2.72521 1.90168 -1.47314  0.007
H 3.07989 0.41673 -0.54047  -0.030
C -2.83119 0.49734 0.02970  -0.100
H 0.36644 0.87828 0.10424  0.141
H 0.56364 -1.58448 0.03358  0.143
H -2.94302 -0.16709 0.89469  0.096
H 2.92121 -1.25445 1.16198  -0.064
H 3.01636 0.45400 -2.38106  0.009
O 2.25904 -0.62624 0.85226  -0.346
H 0.05670 -0.92192 2.12221  0.075
N -1.57892 1.13543 -0.02890  0.139

Summary:
Orbital gap in eV: 4.21
Strongest force on any atom in eV/Å: 2.76
LUMO energy in eV: -3.79
Electronic energy in hartree: -403.2838

What did the third record say?
2 unconnected molecules or ions with the total composition C5H13NO2, computed with wB97M-V/def2-TZVPD.

Each line ends with the Löwdin charge.
Cartesian coordinates (Å):
H 1.82576 2.38477 -1.12642  0.037
C 0.39265 0.23632 0.48904  -0.486
C -1.69841 0.25132 -0.64448  -0.063
O 0.05214 -0.89004 0.78341  0.033
C 0.90461 2.55235 -1.66977  -0.095
N -0.49728 0.98428 -0.25200  -0.101
H 2.09954 0.05375 1.58448  0.080
H 0.87788 1.86431 -2.51387  0.081
C 1.87771 0.68203 0.71871  0.011
C -0.40386 2.31125 -0.87802  -0.207
H -2.19004 -0.18258 0.22892  0.087
H -2.44594 0.84122 -1.18534  0.083
H -0.69710 -6.11729 1.52162  0.031
H -1.02381 -4.43973 1.36391  0.045
H -0.45280 3.08324 -0.10989  0.108
H -1.09820 2.63638 -1.65972  0.113
H -1.41644 -0.52694 -1.36311  0.094
H 2.41410 0.49830 -0.19808  0.077
H 1.82384 1.68988 1.12817  0.075
O -0.42096 -5.19944 1.43006  -0.078
H 1.04298 3.60693 -1.90493  0.075

Summary:
Orbital gap in eV: 9.98
Strongest force on any atom in eV/Å: 3.34
LUMO energy in eV: 0.86
Electronic energy in hartree: -403.5053
SMILES string: CCN(C)C(C)=O.O

Number 3 is which compound? C5H13NO2

Number 1 is which compound? C5H13NO2

strongest force on any atom of number 8 (C5H13NO2)? 2.76 eV/Å